No. 1
Formula: C21H37Br2LaN5O5P2S4Sb
Source: OMol25
Level of theory: wB97M-V/def2-TZVPD

Each line ends with the Mulliken charge.
Atoms and positions in Å:
La: 3.3400 -0.3001 19.1462  0.929
S: 7.5277 0.6807 22.7299  -0.789
Sb: 5.2512 0.1207 22.5146  0.904
S: 4.3528 1.9712 21.3850  -0.706
S: 5.1428 -1.7289 21.0465  -0.799
S: 4.0152 -0.3472 24.4447  -0.727
Br: 3.0415 1.4398 14.2265  -0.227
C: 4.6728 1.4564 15.1289  -0.265
C: 5.8209 1.6738 14.3894  -0.483
C: 7.1064 1.5325 14.9451  -0.236
Br: 8.5186 1.7677 13.6894  -0.294
C: 7.2399 1.2404 16.3423  0.787
C: 8.4744 1.0214 16.9730  -0.625
C: 8.5306 0.5123 18.2830  -0.889
C: 7.3136 0.0460 18.8738  -0.310
N: 6.1414 0.3437 18.3480  0.177
C: 6.0752 0.9525 17.1209  0.227
C: 4.7275 1.2033 16.5683  0.500
O: 3.7205 1.3440 17.3163  -0.720
H: 5.6156 1.8517 13.3145  0.302
H: 9.4236 1.1776 16.4832  0.324
H: 9.5510 0.4179 18.7569  0.303
H: 7.3325 -0.4722 19.8275  0.373
C: -0.1497 1.8375 17.1850  -1.205
N: -0.6247 0.9656 18.2557  0.473
C: -1.0586 -0.3318 17.8431  -0.771
P: 0.0420 1.2790 19.7435  -0.908
O: 1.4994 1.1601 19.6217  0.103
O: -0.5384 0.1524 20.7526  0.516
P: 0.2457 -1.1806 21.2691  -0.457
O: 1.4838 -1.4531 20.4998  0.012
N: 0.5252 -0.8408 22.8253  0.563
C: 0.0086 0.3517 23.4650  -1.003
C: 1.4402 -1.7275 23.5546  -0.548
N: -0.8933 -2.2733 20.9531  0.666
C: -2.2753 -1.9878 21.2932  -0.984
C: -0.6181 -3.7095 20.8399  -0.815
N: -0.4233 2.7472 20.2619  0.635
C: -1.8156 3.2011 20.3251  -1.042
C: 0.4948 3.5159 21.0917  -0.882
H: -0.8011 1.8234 16.3119  0.419
H: 0.8391 1.6477 16.8120  0.367
H: -0.0658 2.8601 17.5288  0.321
H: -1.0267 -1.0289 18.6808  0.054
H: -0.4390 -0.6935 17.0435  0.391
H: -2.0455 -0.3116 17.3937  0.271
H: -0.9571 0.5818 22.9769  0.297
H: 0.6910 1.1764 23.4043  0.217
H: -0.2695 0.1401 24.5395  0.368
H: 2.2730 -1.1177 23.9019  -0.232
H: 1.7667 -2.5907 22.9188  0.246
H: 1.0449 -2.1054 24.4859  0.339
H: -2.2573 -0.9064 21.5121  0.197
H: -2.6053 -2.5077 22.2354  0.337
H: -2.9777 -2.2087 20.4673  0.310
H: 0.3517 -3.8538 20.3774  0.012
H: -1.3830 -4.1868 20.1803  0.311
H: -0.7418 -4.2297 21.8203  0.211
H: -2.4275 2.4322 19.8395  0.332
H: -1.9926 4.1219 19.7341  0.298
H: -2.1551 3.3118 21.3764  0.318
H: 1.4830 3.0806 21.0413  0.092
H: 0.1136 3.5092 22.1244  0.273
H: 0.5006 4.5370 20.6906  0.311
C: 3.1982 -3.1941 15.6021  -1.706
C: 3.0347 -3.2634 17.1229  1.783
C: 4.3163 -3.9206 17.6631  -1.524
C: 1.6892 -3.8754 17.4092  -1.125
O: 3.0068 -1.8717 17.6805  -0.241
H: 3.5291 -4.1573 15.1923  0.393
H: 3.9408 -2.4473 15.3311  0.339
H: 2.2611 -2.9127 15.0611  0.328
H: 4.4164 -4.9723 17.2937  0.378
H: 4.2324 -4.0274 18.7574  0.272
H: 5.1337 -3.3193 17.3686  0.339
H: 1.5460 -4.8874 16.9546  0.359
H: 0.8609 -3.3033 17.0531  0.289
H: 1.4908 -3.9719 18.4788  -0.056

Output
ΔE to the lowest compared entry with this formula, charge and spin: 0.0000 eV
HOMO-LUMO gap (spin up / spin down): 4.5 / 4.3 eV
LUMO level (spin up / spin down): 0.1320 / 0.1256 Ha
net charge: -2
HOMO energy (spin up / spin down): -0.93 / -0.93 eV
energy: -9168.13545 hartree

No. 2
Formula: C2H2Cl4OSi
Source: OMol25
Level of theory: wB97M-V/def2-TZVPD

Each line ends with the Mulliken charge.
Atoms and positions in Å:
C: 1.1500 0.2226 -0.4544  0.019
C: 1.4249 -1.1855 -0.0620  -0.145
O: 1.8911 0.8773 -1.1019  -0.352
Si: -1.6669 1.0093 0.2747  0.629
Cl: 0.1095 -1.8482 0.9359  -0.140
Cl: -2.2042 2.3010 -1.1146  -0.163
Cl: -1.4666 1.9715 2.1365  -0.228
Cl: -3.0067 -0.5146 0.3047  -0.185
H: 2.5317 -1.2990 0.2072  0.342
H: 1.2372 -1.5344 -1.1261  0.223

Output
ΔE to the lowest compared entry with this formula, charge and spin: 0.0000 eV
HOMO-LUMO gap (spin up / spin down): 7.4 / 7.5 eV
LUMO level (spin up / spin down): -0.0307 / -0.0384 Ha
net charge: 0
HOMO energy (spin up / spin down): -8.22 / -8.59 eV
energy: -2282.95951 hartree

No. 3
Formula: C7H12N2O2S
Source: OMol25
Level of theory: wB97M-V/def2-TZVPD

Each line ends with the Mulliken charge.
Atoms and positions in Å:
C: 3.1467 -1.1219 0.7289  -0.990
C: 2.6604 -0.5785 -0.6203  -0.597
N: 1.4267 0.2899 -0.3950  0.081
C: 1.6065 1.6400 -0.2277  0.551
O: 2.6293 2.3077 -0.2928  -0.573
S: -0.0257 2.3681 0.0739  -0.081
N: -0.7264 0.8486 -0.2865  -0.025
C: -2.1581 0.6888 -0.0079  0.229
C: -2.3722 -0.0384 1.3368  -1.306
C: -2.8450 -0.0810 -1.1174  -1.383
C: 0.0928 -0.1877 -0.4096  0.610
O: -0.2231 -1.3479 -0.5249  -0.619
H: 2.4262 -1.7661 1.2622  0.281
H: 4.0754 -1.7030 0.6863  0.364
H: 3.3445 -0.2678 1.4563  0.266
H: 3.4507 0.0394 -1.1304  0.344
H: 2.3533 -1.3468 -1.3276  0.322
H: -2.6259 1.7205 0.0651  0.367
H: -2.0732 -1.0549 1.2265  0.316
H: -3.4384 0.0219 1.5925  0.457
H: -1.6819 0.4933 2.0407  0.306
H: -3.8989 -0.1684 -0.8234  0.407
H: -2.3892 -1.0896 -1.2049  0.292
H: -2.7546 0.3338 -2.1009  0.380

Output
structure (SMILES): CCn1c(=O)sn(C(C)C)c1=O
ΔE to the lowest compared entry with this formula, charge and spin: 0.4574 eV
HOMO-LUMO gap: 9.6 eV
LUMO level: 0.0217 Ha
net charge: 0
HOMO energy: -8.98 eV
energy: -932.13809 hartree

No. 4
Formula: C4H30N2O12
Source: OMol25
Level of theory: wB97M-V/def2-TZVPD

Each line ends with the Mulliken charge.
Atoms and positions in Å:
N: -3.1734 1.9831 1.1235  -0.465
C: -2.2304 1.9986 0.0262  0.098
C: -2.6728 1.2226 -1.2247  -0.527
C: -3.1706 -0.1957 -0.8533  -0.694
O: -2.0150 -0.9697 -0.4768  -0.436
N: -1.6007 1.0319 -2.2221  -0.052
C: -0.3083 0.7918 -1.9541  -0.182
O: 0.1646 0.6986 -0.8193  -0.352
H: -2.6019 1.7380 1.9278  0.244
H: -3.6884 2.8420 1.2329  0.250
H: -1.2973 1.6107 0.4135  -0.190
H: -1.9102 2.9910 -0.3297  0.343
H: -3.5300 1.7856 -1.6010  0.445
H: -3.8146 -0.1635 0.0239  0.380
H: -3.6067 -0.6616 -1.7365  0.368
H: -1.3682 -0.3195 -0.1594  0.105
H: -1.9607 0.7561 -3.1226  0.285
H: 0.4105 0.8220 -2.7802  0.562
O: 2.0950 2.3700 0.4756  -0.758
H: 2.9035 2.1128 -0.0406  0.486
H: 1.5032 2.4377 -0.2852  0.253
O: 3.3101 -1.5736 1.7405  -0.740
H: 3.6822 -0.9998 2.4161  0.303
H: 2.3640 -1.3161 1.7127  0.436
O: 1.6333 -2.3393 -1.3722  -0.749
H: 1.8970 -3.2295 -1.1026  0.306
H: 0.9485 -2.1793 -0.6922  0.396
O: 0.9711 -0.0743 1.8342  -0.864
H: 1.2998 0.7379 1.3957  0.609
H: 0.2366 -0.3223 1.2541  0.093
O: 3.7872 1.5902 -1.4948  -0.772
H: 3.0937 0.9611 -1.7676  0.444
H: 4.4433 0.9924 -1.1119  0.330
O: 2.3653 -0.4771 -2.9723  -0.738
H: 1.9481 -1.1411 -2.4080  0.468
H: 3.2518 -0.7895 -3.1611  0.299
O: 4.2278 -1.3036 -0.8108  -0.668
H: 4.2638 -1.2345 0.1688  0.415
H: 3.3651 -1.7264 -0.9076  0.390
O: -1.6025 0.7765 3.3156  -0.557
H: -1.5463 1.0508 4.2374  0.264
H: -0.6734 0.7096 3.0288  0.333
O: -3.5217 -1.8028 2.4946  -0.659
H: -3.1202 -0.9297 2.4601  0.342
H: -3.5458 -2.1826 1.6121  0.297
O: -0.0123 -2.6008 0.9204  -0.648
H: -0.3968 -3.4444 0.6422  0.310
H: -0.7977 -2.0346 0.9498  0.198

Output
structure (SMILES): NC[C@H](CO)NC=O.O.O.O.O.O.O.O.O.O.O
ΔE to the lowest compared entry with this formula, charge and spin: 2.1641 eV
HOMO-LUMO gap: 9.9 eV
LUMO level: 0.0072 Ha
net charge: 0
HOMO energy: -9.71 eV
energy: -1182.81725 hartree

Which value of energy does entry 1 give?
-9168.13545 hartree

Which value of energy does entry 2 give?
-2282.95951 hartree